Entry 1:
The following is a quantum chemistry calculation of the molecule C4H8N2O, from the Open Molecules 2025 dataset.

Output
energy above the lowest of the compared OMol25 structures with the same formula, charge and spin = 4.982 eV
electronic energy = -341.82056 Eh
total charge = 0
E_HOMO (alpha / beta) = -0.2563 / -0.2563 Ha
LUMO energy (alpha / beta) = 0.6 / 0.6 eV

Last column: Löwdin charge in e.
Positions of all 15 atoms, in Å:
O1 -0.703 -1.558 -0.796  -0.09
N1 -1.463 0.463 -1.465  0.20
N2 0.616 -2.172 -0.407  -0.02
C1 1.006 1.431 -0.283  0.06
C2 0.313 0.390 0.183  -0.31
C3 0.387 -0.055 1.629  -0.07
C4 -0.637 -0.298 -0.717  -0.39
H1 0.987 1.715 -1.332  0.07
H2 0.252 -2.923 0.198  -0.02
H3 -1.514 1.451 -1.272  0.11
H4 1.374 -0.467 1.850  0.08
H5 0.203 0.812 2.276  0.08
H6 1.667 1.983 0.378  0.07
H7 -2.138 0.059 -2.099  0.12
H8 -0.349 -0.830 1.857  0.08

=====

Entry 2:
The following is a quantum chemistry calculation of the molecule C4H8N2O, from the Open Molecules 2025 dataset.

Output
energy above the lowest of the compared OMol25 structures with the same formula, charge and spin = 0.059 eV
electronic energy = -342.00149 Eh
total charge = 0
E_HOMO = -0.3540 Ha
LUMO energy = 0.9 eV
SMILES string = C[C@H]1CNC(=O)N1

Last column: Löwdin charge in e.
Positions of all 15 atoms, in Å:
O1 -2.721 -0.450 -1.245  0.05
N1 -0.574 0.350 -1.639  0.07
N2 -1.106 -0.289 0.410  0.11
C1 0.187 0.369 0.518  -0.38
C2 1.063 -0.328 1.517  -0.07
C3 -1.604 -0.169 -0.867  -0.57
C4 0.689 0.286 -0.937  -0.14
H1 -1.778 -0.364 1.162  0.15
H2 2.041 0.160 1.471  0.08
H3 1.239 -0.655 -1.118  0.12
H4 -0.631 0.173 -2.626  0.14
H5 0.613 -0.246 2.513  0.08
H6 1.347 1.117 -1.220  0.12
H7 1.140 -1.389 1.260  0.09
H8 0.106 1.438 0.782  0.15